This record from the Open Molecules 2025 dataset describes a molecular structure, C17H16F2N2O12P2Re. The level of theory is wB97M-V/def2-TZVPD.

ORCA input file:
```
! wB97M-V def2-TZVPD RIJCOSX def2/J DEFGRID3
* xyz 0 2
Re -0.1053 0.9510 1.1040
O 5.3830 0.8532 3.8175
C 4.1771 0.9647 3.2308
C 3.9472 1.7890 2.1299
C 2.6786 1.8252 1.6028
N 1.6904 1.1015 2.1145
C 1.8923 0.3269 3.1809
C 3.1253 0.2267 3.7746
C 0.6239 -0.3526 3.6132
O 0.5640 -1.1238 4.5364
O -0.3857 0.0459 2.8751
C 2.1825 2.6979 0.4855
O 2.8984 3.4040 -0.1763
O 0.8722 2.6080 0.3951
H 6.0314 1.4020 3.3619
H 4.7240 2.3993 1.6867
H 3.2658 -0.4031 4.6411
C -1.1166 -3.1712 2.0308
C -1.3117 -2.7503 0.5736
O -1.8950 -3.8448 -0.1143
P -2.4953 -1.3644 0.5220
O -3.7134 -1.6512 1.4902
O -3.1425 -1.4617 -0.9188
O -1.9533 -0.0013 0.8229
P 0.3434 -2.2839 -0.1179
O -0.0997 -1.9504 -1.6559
O 1.2748 -3.4192 -0.1100
O 0.7180 -0.9929 0.5833
H -2.0437 -3.6025 2.4077
H -0.8206 -2.3347 2.6633
H -0.3362 -3.9302 2.0607
H -1.7249 -3.7418 -1.0589
H -3.6085 -1.2220 2.3521
H -3.8778 -0.8492 -1.0536
H 0.5108 -2.4110 -2.2465
F -2.4933 2.1062 2.3968
C -1.2185 2.4817 2.0311
F -0.6149 2.9019 3.2073
H -1.3196 3.3787 1.4106
N -0.5206 1.0979 -1.0067
C -0.6597 1.0341 -2.1398
C -0.8375 0.9456 -3.5564
C -0.3267 1.9489 -4.3784
C -0.5057 1.8512 -5.7470
C -1.1908 0.7687 -6.2830
C -1.6991 -0.2256 -5.4567
C -1.5242 -0.1464 -4.0862
H 0.2037 2.7844 -3.9419
H -0.1106 2.6201 -6.3965
H -1.3289 0.6988 -7.3538
H -2.2299 -1.0663 -5.8826
H -1.8967 -0.9137 -3.4215
*
```

As for the expectation value of S²: 0.75. The frontier orbital gap (spin up / spin down) is 7.8 / 7.0 eV.

Results of the Mulliken charge analysis, in e, for atoms 1 through 5:
1 Re 2.785
2 O -0.525
3 C 1.033
4 C -0.494
5 C 0.071


This record from the Open Molecules 2025 dataset describes a molecular structure, C17H16HgN2O5 in a non-equilibrium geometry. The level of theory is wB97M-V/def2-TZVPD.

ORCA input file:
```
! wB97M-V def2-TZVPD RIJCOSX def2/J DEFGRID3
* xyz 2 1
Hg 0.4939 2.2985 -0.7095
O 0.5127 1.8777 -4.0812
C 1.0392 2.6015 -3.3132
C 2.0900 2.5113 1.8329
O 1.6885 1.8545 2.6881
C -0.3298 4.3860 -0.1915
O -1.3365 4.8659 0.0800
C 3.2623 1.0364 -0.7769
O 3.8301 0.0576 -0.8421
C 3.6043 5.1098 -1.5467
H 4.2469 4.5009 -2.2019
H 2.8552 5.8127 -1.9654
C 3.7586 5.0482 -0.2376
H 3.0962 5.6755 0.4005
H 4.5321 4.3753 0.1836
C -3.2498 -2.6144 0.4327
N -2.4510 -1.5235 -0.0301
N -1.1875 -1.4441 0.4062
C -0.5962 -0.3134 -0.0965
O 0.6422 -0.1763 0.0649
C -1.7006 0.4384 -0.6543
C -2.8277 -0.3296 -0.5649
C -4.2195 -0.0331 -0.9429
C -0.3761 -2.4801 0.9389
C -0.3626 -3.7018 0.2633
C 0.4630 -4.6989 0.7677
C 1.4710 -4.3912 1.7024
C 1.5670 -3.0700 2.1751
C 0.6645 -2.0967 1.8002
H -3.1210 -3.4600 -0.2648
H -4.2885 -2.2571 0.4421
H -2.9207 -2.8738 1.4449
H -1.6595 1.4212 -1.0437
H -4.5477 -0.7037 -1.7442
H -4.8606 -0.0946 -0.0582
H -4.2797 0.9802 -1.3171
H -1.0482 -3.8069 -0.5833
H 0.2916 -5.7081 0.4084
H 2.1692 -5.1689 2.0267
H 2.3126 -2.8141 2.9181
H 0.7722 -1.0915 2.1896
*
```

The frontier orbital gap (spin up / spin down) is 6.0 / 4.4 eV.

Results of the Mulliken charge analysis, in e, for atoms 1 through 5:
1 Hg 0.931
2 O -0.223
3 C 0.182
4 C 0.242
5 O -0.261


This record from the Open Molecules 2025 dataset describes C17H16N2O4S in the gas phase in a non-equilibrium geometry. The level of theory is wB97M-V/def2-TZVPD.

ORCA input file:
```
! wB97M-V def2-TZVPD RIJCOSX def2/J DEFGRID3
* xyz 0 1
C 0.1296 0.4394 2.7909
C -0.6775 -0.3885 3.7794
H -0.2641 -1.3955 3.8806
H -0.7183 0.0982 4.7585
O -2.0160 -0.5556 3.2977
C -2.9968 0.0849 3.9159
O -2.8912 0.7265 4.9238
C -4.3339 -0.0967 3.2105
H -4.7731 0.8860 3.0379
H -5.0016 -0.6858 3.8394
S -4.1960 -0.9752 1.6281
C -3.1591 0.1547 0.8467
N -2.9381 1.3878 1.1938
N -2.0259 1.8663 0.3294
C -1.7404 0.9206 -0.4991
O -2.4408 -0.2101 -0.2312
C -0.7365 0.9509 -1.5927
O 0.3841 0.2292 -1.1274
C 1.5021 0.1671 -1.9172
C 2.5778 -0.5075 -1.3875
C 3.7757 -0.6406 -2.1091
C 4.8934 -1.3277 -1.5871
C 6.0448 -1.4390 -2.3133
C 6.1370 -0.8707 -3.5947
C 5.0736 -0.1993 -4.1283
C 3.8702 -0.0661 -3.4045
C 2.7526 0.6178 -3.9192
C 1.5944 0.7360 -3.2011
H 0.7574 1.2665 -3.6276
H 2.8193 1.0560 -4.9046
H 5.1376 0.2407 -5.1134
H 7.0563 -0.9698 -4.1528
H 6.8958 -1.9663 -1.9074
H 4.8191 -1.7637 -0.6013
H 2.4920 -0.9385 -0.4020
H -1.1583 0.4813 -2.4926
H -0.4827 1.9988 -1.7925
H 1.1420 0.5637 3.1640
H 0.1705 -0.0520 1.8211
H -0.3234 1.4203 2.6642
*
```

As for the SMILES: CCOC(=O)CSc1nnc(COc2ccc3ccccc3c2)o1. The frontier orbital gap is 8.6 eV.

Results of the Mulliken charge analysis, in e, for atoms 1 through 5:
1 C -0.968
2 C -0.382
3 H 0.282
4 H 0.367
5 O -0.242


This record from the Open Molecules 2025 dataset describes C17H16N2O5S in the gas phase in a non-equilibrium geometry. The level of theory is wB97M-V/def2-TZVPD.

ORCA input file:
```
! wB97M-V def2-TZVPD RIJCOSX def2/J DEFGRID3
* xyz 0 1
N -0.8842 -2.5031 1.2325
S -0.3376 -2.5222 -0.3051
O -0.6734 -3.7690 -0.9002
O 1.0314 -2.1150 -0.3469
O -1.2525 -1.3777 -0.9715
C -0.7309 -0.7319 -2.1141
C -0.2080 0.6831 -1.8179
N 0.9297 0.6189 -0.9154
C 2.2158 0.7034 -1.4607
O 2.4442 0.9787 -2.6111
C 3.1484 0.4118 -0.3571
C 4.5274 0.3761 -0.3245
C 5.1331 0.0281 0.8784
C 4.3769 -0.2731 2.0009
C 2.9863 -0.2366 1.9651
C 2.3880 0.1100 0.7728
C 0.9562 0.2120 0.4102
O 0.0005 0.0633 1.1361
H 2.3930 -0.4773 2.8331
H 4.8768 -0.5463 2.9183
H 6.2105 -0.0141 0.9374
H 5.1079 0.6057 -1.2043
H 0.2344 1.0455 -2.7583
C -1.2865 1.7074 -1.4073
C -2.2791 1.2669 -0.3652
C -2.1619 1.6885 0.9521
C -3.0700 1.2742 1.9099
C -4.1174 0.4405 1.5598
C -4.2643 0.0443 0.2415
C -3.3568 0.4628 -0.7142
H -3.4915 0.1609 -1.7422
H -5.0921 -0.5883 -0.0449
H -4.8244 0.1120 2.3078
H -2.9593 1.6042 2.9324
H -1.3501 2.3426 1.2353
H -0.7671 2.6047 -1.0622
H -1.8313 1.9645 -2.3196
H -1.5319 -0.6833 -2.8571
H 0.0921 -1.3363 -2.5097
H -1.8584 -2.7527 1.2583
H -0.7239 -1.5833 1.6275
*
```

As for the SMILES: NS(=O)(=O)OC[C@@H](Cc1ccccc1)N1C(=O)c2ccccc2C1=O. The frontier orbital gap is 8.6 eV.

Results of the Mulliken charge analysis, in e, for atoms 1 through 5:
1 N -0.552
2 S 1.064
3 O -0.670
4 O -0.490
5 O -0.124


This record from the Open Molecules 2025 dataset describes C17H16N4O2 in the gas phase in a non-equilibrium geometry. The level of theory is wB97M-V/def2-TZVPD.

ORCA input file:
```
! wB97M-V def2-TZVPD RIJCOSX def2/J DEFGRID3
* xyz 0 1
N 0.2809 3.7120 -3.3466
O -0.9260 -0.3501 -3.0081
C 0.0963 2.7400 -2.7072
N 3.6389 1.5487 0.8857
O 1.4627 -4.0589 3.3711
C -1.2007 0.7638 -2.5461
C 2.6599 0.7427 0.5581
C 1.7699 1.4330 -0.4187
C 2.3359 2.6777 -0.6510
C 0.5406 0.9580 -0.9245
C -0.2151 1.5723 -1.9531
C 2.1990 -2.8334 1.4117
C 1.5417 -1.5324 3.3122
C 2.4837 -1.6302 0.7511
C 1.8650 -0.3801 2.6518
C 1.7144 -2.8535 2.6988
C 2.3412 -0.4217 1.3618
N 3.5090 2.6705 0.0772
N -2.4880 1.2925 -2.5195
C 0.5765 -4.0657 4.3664
C -4.8216 1.6810 -2.7646
C -4.7890 0.3510 -2.0230
C -3.7157 0.7463 -3.0260
H 1.9708 3.5000 -1.1943
H 0.2548 0.0095 -0.5605
H 2.3803 -3.7976 0.9278
H 0.8936 -1.4782 4.1649
H 2.6678 -1.6321 -0.2789
H 1.8453 0.6217 2.9659
H 4.0574 3.5534 0.0916
H -2.5731 2.2068 -2.0665
H 0.4094 -5.1695 4.6321
H 1.0556 -3.5706 5.1814
H -0.3164 -3.6373 3.9365
H -5.4771 1.9117 -3.6579
H -4.4877 2.5966 -2.3131
H -5.4197 -0.4920 -2.4081
H -4.5217 0.3792 -0.9180
H -3.5990 0.2348 -4.0606
*
```

As for the SMILES: COc1ccc(-c2n[nH]cc2/C=C(\C#N)C(=O)NC2CC2)cc1. The frontier orbital gap is 8.1 eV.

Results of the Mulliken charge analysis, in e, for atoms 1 through 5:
1 N -0.535
2 O -0.642
3 C -0.111
4 N -0.653
5 O -0.418


Number 1: energy -71588.9035 eV. Number 2: energy -35258.8261 eV. Number 3: energy -39893.4151 eV. Number 4: energy -41942.4355 eV. Number 5: energy -27939.7074 eV.